# 1
Below is a cluster of 2 separate species, C7H5Cl4F in total, with properties calculated with ωB97M-V with the def2-TZVPD basis set.

## Properties
relative energy (zero: lowest compared OMol25 entry of this formula, charge and spin): 0.0 kJ/mol
HOMO: -9.372 eV
multiplicity: 1
lowest unoccupied orbital energy: 0.35 eV
SMILES string: ClC(Cl)(Cl)Cl.Fc1ccccc1
E: -60146.8161 eV
HOMO-LUMO gap: 9.72 eV
molecular weight: 249.93 g/mol

Last column: Löwdin charge in e.
Cartesian coordinates (Å):
Cl -2.4730 -4.9144 -1.9804  0.52
C -2.6406 -3.1642 -2.1124  -2.07
Cl -4.3340 -2.7447 -2.2419  0.54
Cl -1.9516 -2.4119 -0.6553  0.53
Cl -1.7639 -2.6000 -3.5289  0.53
F -0.9239 0.1041 2.1633  0.05
C 0.0870 0.7155 1.5166  -0.29
C 0.5096 1.9542 1.9540  -0.02
C 1.5686 2.5629 1.3015  -0.09
C 2.1804 1.9486 0.2180  -0.10
C 1.7266 0.7147 -0.2149  -0.08
C 0.6738 0.0842 0.4393  -0.02
H 0.0104 2.4289 2.7883  0.12
H 1.9145 3.5279 1.6478  0.10
H 2.9928 2.4427 -0.2979  0.10
H 2.1349 0.2135 -1.0826  0.11
H 0.2883 -0.8620 0.0855  0.07

Cartesian forces, eV/Å:
Cl 0.003 -0.132 -0.005
C 0.289 -0.044 0.292
Cl -0.265 0.105 -0.039
Cl -0.115 -0.024 -0.105
Cl 0.054 0.087 -0.130
F -0.106 -0.025 -0.014
C 0.192 0.016 -0.082
C -0.095 0.017 0.161
C 0.051 0.061 0.004
C 0.107 0.086 -0.098
C -0.370 -0.265 0.003
C -0.054 0.039 -0.106
H 0.023 -0.041 0.020
H 0.003 0.014 -0.039
H 0.015 -0.016 0.024
H 0.216 0.148 0.018
H 0.052 -0.028 0.096

---

# 2
Below is a structure of composition C26H58FGeN7PtSi3 at a distorted geometry, with properties calculated with ωB97M-V with the def2-TZVPD basis set.

## Properties
relative energy (zero: lowest compared OMol25 entry of this formula, charge and spin): 101.8 kJ/mol
HOMO (spin up / spin down): -8.895 / -9.871 eV
charge: +1
multiplicity: 2
lowest unoccupied orbital energy (spin up / spin down): -2.94 / -2.86 eV
E: -124445.1204 eV
HOMO-LUMO gap (spin up / spin down): 5.96 / 7.01 eV
molecular weight: 839.74 g/mol

Last column: Mulliken spin population.
Cartesian coordinates (Å):
Pt 0.5903 0.5171 -0.1487  0.44
C 5.5658 0.3238 -0.4820  0.00
N 4.9711 1.6424 -0.3472  0.00
C 5.8963 2.7307 -0.6449  0.00
C 3.6133 1.7560 -0.4564  0.00
N 2.8092 0.8207 -0.7916  0.02
N 3.1153 3.0117 -0.1239  0.01
C 1.8333 3.4895 -0.3324  0.02
N 1.7008 4.8172 -0.0312  0.01
N 0.8706 2.7497 -0.7422  0.04
H 6.5612 0.3507 -0.0417  0.00
H 5.6644 0.0167 -1.5289  0.00
H 4.9751 -0.4109 0.0615  0.00
H 6.6663 2.7827 0.1254  0.00
H 5.3950 3.6918 -0.7049  0.00
H 6.3847 2.5560 -1.6076  0.00
H 3.2559 -0.0428 -1.0718  0.00
H 3.7285 3.6088 0.4016  0.00
H 2.5140 5.4052 0.0346  0.00
H 0.8611 5.2842 -0.3286  0.00
H 0.0019 3.2558 -0.8743  -0.01
C -2.6965 0.2231 -3.5435  0.00
Si -2.7236 1.6310 -2.2718  0.01
C -1.6967 3.0206 -3.0594  0.00
C -4.5173 2.2119 -2.1297  0.00
Ge -1.7740 0.9826 -0.1265  -0.01
Si -2.5035 2.8172 1.3273  0.00
C -2.1235 4.4988 0.5156  0.00
C -4.3692 2.7922 1.6502  0.00
C -1.5806 2.8869 2.9812  0.00
Si -3.0197 -0.7970 1.0583  0.00
C -2.9437 -0.5778 2.9347  0.00
C -2.1887 -2.4521 0.6691  0.00
C -4.7969 -0.8274 0.4110  0.00
H -3.3148 0.4839 -4.4055  0.00
H -3.0838 -0.7123 -3.1324  0.00
H -1.6830 0.0432 -3.9079  0.00
H -2.0672 3.2212 -4.0674  0.00
H -0.6460 2.7316 -3.1424  0.00
H -1.7495 3.9583 -2.5019  0.00
H -4.9233 2.3437 -3.1349  0.00
H -4.6104 3.1648 -1.6051  0.00
H -5.1442 1.4823 -1.6130  0.00
H -2.4915 4.5694 -0.5095  0.00
H -1.0479 4.6953 0.5178  0.00
H -2.5978 5.2986 1.0907  0.00
H -4.9365 2.5214 0.7579  0.00
H -4.6925 3.7890 1.9587  0.00
H -4.6410 2.0957 2.4453  0.00
H -0.5103 3.0324 2.8176  0.00
H -1.7062 1.9829 3.5789  0.00
H -1.9466 3.7292 3.5739  0.00
H -1.9050 -0.5276 3.2703  0.00
H -3.4135 -1.4254 3.4395  0.00
H -3.4477 0.3297 3.2692  0.00
H -1.1595 -2.4491 1.0338  0.00
H -2.1591 -2.6353 -0.4057  0.00
H -2.7217 -3.2828 1.1405  0.00
H -5.3521 0.0555 0.7337  0.00
H -5.3313 -1.7083 0.7764  0.00
H -4.8123 -0.8557 -0.6802  0.00
F 4.3730 -3.6089 3.2469  0.00
C 3.5585 -2.5778 2.9816  0.06
C 2.1894 -2.7687 3.0352  -0.03
C 1.3561 -1.7038 2.7531  0.06
C 1.8632 -0.4376 2.4058  -0.01
C 0.9712 0.6471 2.0628  0.30
C 3.2596 -0.2869 2.4035  0.06
C 4.1064 -1.3436 2.6841  -0.02
H 1.7988 -3.7385 3.3160  0.00
H 0.2807 -1.8371 2.8049  0.01
H 1.3890 1.6487 2.1194  0.02
H -0.0291 0.5701 2.4724  -0.02
H 3.6818 0.6895 2.1925  0.00
H 5.1824 -1.2256 2.6898  0.00
C -1.2136 -4.8677 -2.3342  0.00
C 0.2859 -4.6074 -2.4806  0.00
N 0.8789 -3.7655 -1.4387  0.00
C 1.6409 -4.4441 -0.3907  0.00
C 0.7711 -5.0651 0.6989  0.00
C 0.6802 -2.4318 -1.3864  -0.03
C 0.0740 -1.7580 -2.5873  0.03
N 1.0238 -1.6868 -0.3780  0.08
H -1.5341 -5.5517 -3.1208  0.00
H -1.7995 -3.9562 -2.4354  0.00
H -1.4442 -5.3136 -1.3683  0.00
H 0.4837 -4.1767 -3.4633  0.00
H 0.8035 -5.5647 -2.4391  0.00
H 2.3417 -3.7338 0.0497  0.00
H 2.2417 -5.2163 -0.8727  0.00
H 0.1631 -4.3076 1.1939  0.00
H 1.4040 -5.5525 1.4416  0.00
H 0.1100 -5.8204 0.2756  0.00
H 0.6017 -2.0239 -3.5033  0.00
H 0.1324 -0.6817 -2.4337  -0.02
H -0.9737 -2.0310 -2.7010  0.00
H 1.4023 -2.1692 0.4265  -0.02

Cartesian forces, eV/Å:
Pt 1.566 1.135 -0.672
C -0.023 -0.036 0.011
N -0.027 0.071 0.016
C 0.045 0.007 -0.006
C 0.145 0.020 -0.153
N -0.230 -0.696 0.410
N -0.109 0.014 0.164
C -0.015 0.166 -0.040
N 0.120 -0.050 -0.027
N -0.531 -0.838 0.245
H -0.007 0.003 0.001
H -0.029 0.014 -0.003
H 0.008 -0.027 0.011
H -0.016 0.018 -0.007
H -0.008 -0.018 -0.017
H -0.016 0.011 0.002
H 0.148 0.102 -0.034
H 0.014 -0.005 0.052
H 0.021 -0.011 -0.110
H -0.058 -0.031 0.067
H 0.071 0.123 -0.008
C 0.016 0.054 0.255
Si 0.217 -0.107 -0.513
C -0.074 -0.135 0.201
C 0.221 -0.084 0.282
Ge -1.104 -0.546 1.313
Si 0.430 0.335 -0.034
C -0.133 -0.142 0.053
C 0.197 -0.164 -0.133
C -0.123 -0.119 -0.185
Si 0.237 0.127 -0.640
C -0.039 0.055 -0.239
C -0.141 0.140 0.131
C 0.160 -0.046 0.263
H -0.007 0.058 0.009
H -0.005 0.005 -0.001
H -0.022 0.000 0.015
H -0.023 -0.015 -0.008
H -0.010 -0.016 -0.023
H -0.006 -0.010 0.001
H 0.058 0.002 -0.039
H 0.027 -0.011 0.014
H 0.012 0.004 -0.009
H -0.010 0.006 0.013
H -0.019 -0.024 0.031
H 0.028 0.013 0.002
H -0.006 0.019 0.016
H 0.036 0.015 0.020
H 0.012 -0.015 -0.032
H -0.020 0.012 -0.007
H -0.001 0.015 -0.010
H -0.023 0.021 -0.025
H -0.009 -0.001 0.019
H -0.018 -0.026 -0.041
H 0.015 -0.018 0.009
H -0.021 0.021 -0.027
H 0.002 -0.010 -0.062
H -0.001 0.006 0.001
H 0.002 0.006 -0.021
H -0.007 0.013 0.010
H 0.034 -0.016 -0.008
F 0.110 -0.147 0.028
C -0.108 0.230 -0.050
C 0.063 -0.163 0.060
C -0.047 0.308 -0.022
C 0.439 -0.531 0.279
C -0.840 0.298 -1.029
C -0.296 0.114 -0.095
C 0.101 -0.153 0.013
H -0.004 0.024 -0.006
H 0.007 -0.015 -0.015
H 0.008 -0.003 0.189
H 0.106 0.109 0.224
H 0.008 -0.001 -0.025
H -0.003 0.003 0.018
C 0.142 0.037 0.023
C -0.205 -0.021 -0.098
N 0.077 0.033 0.073
C -0.175 -0.047 0.136
C 0.116 0.016 -0.122
C 0.060 -0.064 -0.054
C 0.015 -0.095 0.226
N -0.505 0.674 -0.235
H -0.008 -0.019 0.030
H -0.021 0.022 0.021
H -0.026 -0.011 0.006
H 0.075 -0.027 0.026
H 0.104 0.042 -0.047
H 0.074 -0.047 -0.055
H 0.006 0.011 -0.021
H -0.022 -0.029 0.002
H -0.022 0.014 0.011
H -0.039 -0.009 0.039
H -0.002 -0.007 0.021
H -0.026 0.016 -0.066
H -0.002 0.034 -0.029
H -0.106 0.012 0.040

---

# 3
Below is an isolated molecule of CH4N2S at a distorted geometry, with properties calculated with ωB97M-V with the def2-TZVPD basis set.

## Properties
relative energy (zero: lowest compared OMol25 entry of this formula, charge and spin): 238.1 kJ/mol
HOMO: -8.441 eV
multiplicity: 1
lowest unoccupied orbital energy: 0.40 eV
SMILES string: NNC=S
E: -14915.1369 eV
HOMO-LUMO gap: 8.84 eV
molecular weight: 76.12 g/mol

Last column: Löwdin charge in e.
Cartesian coordinates (Å):
N -2.1007 -0.2341 0.0333  -0.08
N -0.9410 0.4971 -0.1314  -0.17
C 0.1126 -0.3248 -0.1076  -0.78
S 1.7030 0.0205 0.0299  0.57
H -2.9295 0.0601 -0.6121  0.12
H -2.5752 -0.3777 0.9326  0.09
H -1.0089 1.4503 0.5004  0.22
H -0.1176 -1.3521 0.0328  0.04

Cartesian forces, eV/Å:
N -4.794 -0.560 -2.074
N -1.891 3.122 2.941
C 2.622 0.493 1.257
S -0.213 0.491 -0.265
H 2.479 -0.414 1.200
H 1.282 0.566 0.104
H 1.287 -2.896 -2.500
H -0.772 -0.801 -0.663